Density functional theory data (the ωB97M-V functional and the def2-TZVPD basis) for the molecule C10H10O2S3 at a distorted geometry.

Summary:
Energy   -1731.9476 a.u.
Maximum force   0.1077 Eh/bohr
LUMO energy (alpha / beta)   -1.62 / -1.62 eV
HOMO (alpha / beta)   -7.7640 / -7.7644 eV
Gap between HOMO and LUMO (alpha / beta)   6.15 / 6.15 eV

ORCA input file:
```
! RIJCOSX wB97M-V def2-TZVPD def2/J DEFGRID3
* xyz 0 1
C -3.81 -1.80 0.12
C -3.69 -0.45 0.19
C -2.63 -2.52 -0.09
C -2.46 0.17 -0.10
C -1.38 -1.91 -0.22
C -1.27 -0.53 -0.18
C 1.81 2.09 -0.42
C 3.50 0.56 0.77
C 2.63 0.73 -0.42
C -0.02 0.19 -0.26
O 3.22 -1.82 0.13
O 5.33 -0.89 -0.70
S 0.14 1.81 0.26
S 1.54 -0.72 -0.45
S 4.57 -1.07 0.48
H -4.64 -2.44 0.18
H -4.66 0.05 0.33
H -2.84 -3.62 -0.08
H -2.31 1.18 -0.13
H -0.53 -2.44 -0.32
H 2.26 2.77 0.14
H 1.83 2.39 -1.38
H 4.18 1.44 1.13
H 2.94 0.44 1.61
H 3.37 0.53 -1.17
*
```